A:
Here is a molecular structure, C7H15F6LaN4O5S2 from OMol25. Energies are from ωB97M-V/def2-TZVPD.

Last column: Mulliken charge in e.
CARTESIAN COORDINATES (ANGSTROEM)
F 5.402 -2.323 0.701  -0.158
S 3.833 -0.319 0.620  1.210
O 3.343 -0.570 -0.764  -0.687
C -2.969 -2.221 0.801  -1.037
H 0.646 -3.823 0.031  0.312
H -2.083 -2.141 1.415  0.307
N -3.228 -0.962 0.088  0.057
F 1.739 3.610 -1.058  -0.168
S 2.699 2.109 0.813  1.086
H -1.715 2.536 -2.052  0.403
O -1.009 -0.686 -0.351  -0.633
H 1.935 -3.392 0.909  0.323
C -3.480 1.936 -0.263  -1.157
H -3.016 2.857 0.086  0.427
H -3.811 -2.419 1.457  0.412
H -4.972 -1.782 -0.697  0.419
F 6.073 -0.623 1.872  -0.152
F 1.901 1.517 -1.608  -0.219
F 3.674 2.773 -1.542  -0.188
O 2.923 -1.026 1.528  -0.678
C 2.528 2.570 -0.968  0.755
H 0.461 -3.184 1.496  0.301
H -0.635 2.207 -0.703  0.413
O 2.757 3.301 1.565  -0.524
H -4.682 -0.130 -1.215  0.406
C -4.627 -0.803 -0.369  -1.159
N -2.399 1.051 -0.752  0.180
O 1.459 1.260 0.930  -0.584
H -3.994 1.483 0.575  0.412
H -5.274 -0.453 0.432  0.353
H -0.782 1.079 -2.086  0.448
H -4.188 2.172 -1.053  0.333
C -2.231 -0.204 -0.335  0.835
C -1.304 1.751 -1.425  -1.405
H -2.867 -3.053 0.105  0.332
C 5.565 -1.021 0.741  0.592
N 3.990 1.204 0.916  -0.471
N 1.002 -3.092 0.641  -0.753
La 1.111 -0.605 -0.185  1.809
F 6.225 -0.582 -0.296  -0.153

Output
E_HOMO: -0.58501 hartree
Net charge: +2

---

B:
Here is a molecular structure, C7H15F6LaN4O5S2 from OMol25. Energies are from ωB97M-V/def2-TZVPD.

Last column: Mulliken charge in e.
CARTESIAN COORDINATES (ANGSTROEM)
H -1.690 -2.770 2.162  0.332
H -0.302 -2.874 -3.623  0.402
F -2.146 4.567 2.535  -0.142
F -2.712 3.382 4.251  -0.148
H -1.723 0.647 -1.854  0.289
H -1.990 -2.397 -3.744  0.381
La -0.125 -0.104 1.460  1.400
N 0.458 2.861 3.140  -0.463
H 1.491 -1.755 0.435  -0.012
H -0.771 -1.528 -4.690  0.343
O -0.870 1.978 1.237  -0.618
S 1.771 2.113 2.697  1.073
H 2.998 -1.682 -2.817  0.419
O -0.421 -0.724 -0.461  -0.594
C 2.099 -1.730 -0.502  -0.852
H -2.851 -0.709 -2.102  0.335
F 1.252 3.565 0.438  -0.182
O 1.517 0.660 2.552  -0.513
H -2.050 -1.593 3.255  0.325
C 1.978 2.545 0.820  0.686
S -0.899 2.234 2.688  1.377
F 3.225 2.685 0.461  -0.173
O 2.940 2.494 3.359  -0.533
N 1.255 -1.658 -1.685  0.131
C -1.977 -0.192 -2.506  -1.042
N -0.838 -1.087 -2.635  0.078
C -0.963 -2.023 -3.737  -1.108
H -0.670 -2.452 3.414  0.324
O -1.200 0.951 3.317  -0.632
F 1.496 1.428 0.091  -0.181
H 1.927 -3.046 -3.133  0.361
H 2.800 -0.885 -0.478  0.357
H 1.537 -1.425 -3.758  0.477
N -1.277 -2.006 2.711  -0.811
H 2.685 -2.652 -0.544  0.487
C 0.007 -1.165 -1.604  0.898
F -3.323 2.766 2.278  -0.174
C -2.380 3.366 2.988  0.566
C 1.955 -1.975 -2.921  -1.265
H -2.216 0.190 -3.497  0.402

Output
E_HOMO: -0.58277 hartree
Net charge: +2

---

Going by the energies, A is most stable and the next is 147.7 kJ/mol up.

---

A:
Here is a molecular structure, C8H11N from OMol25. Energies are from ωB97M-V/def2-TZVPD.

Last column: Mulliken charge in e.
CARTESIAN COORDINATES (ANGSTROEM)
H 0.894 0.442 1.576  0.358
H 2.072 -1.341 1.050  0.250
H 1.636 2.312 0.149  0.222
C 2.514 -1.570 0.002  -0.751
N 2.228 -0.202 -0.613  -0.463
C 0.103 0.804 0.766  -0.140
C 0.999 0.439 -0.621  -0.418
H 0.210 0.111 -1.226  0.571
C 0.662 1.769 -0.197  -0.443
H -2.502 2.079 -0.375  0.179
H 2.838 0.287 -0.093  0.312
C -4.340 -1.018 -0.390  -0.299
H 3.541 -1.554 0.399  0.320
H -1.112 -1.358 0.823  0.234
C -1.073 -0.049 0.464  -0.220
H -5.224 -1.534 0.025  0.282
H 2.318 -2.490 -0.774  0.248
H -0.193 2.307 -0.653  0.188
C -2.169 0.740 -0.182  -0.150
C -3.400 -0.175 -0.129  -0.279

Output
E_HOMO: -0.27319 hartree

---

B:
Here is a single C8H11N molecule from OMol25. Energies are from ωB97M-V/def2-TZVPD.

Last column: Mulliken charge in e.
CARTESIAN COORDINATES (ANGSTROEM)
C -2.443 -0.701 -0.026  -1.492
C -1.076 -0.276 -0.213  0.382
H -1.697 1.490 0.623  0.310
C 1.155 -0.092 0.458  0.576
H 3.097 0.268 -1.291  0.324
H -1.525 1.549 -1.257  0.297
H -2.502 -1.891 -0.255  0.315
C 0.282 1.894 -0.168  -0.473
C -0.130 -0.720 0.899  -0.636
H 4.029 -1.193 -0.549  0.293
H 0.002 -1.808 0.993  0.276
H -0.476 -0.379 1.829  0.331
H 2.282 1.857 0.330  0.576
H -2.941 -0.463 0.925  0.334
C 1.324 1.389 0.399  -0.733
H -0.632 -0.559 -1.213  0.274
N 2.174 -0.852 0.192  -0.471
H -3.024 -0.210 -0.839  0.403
C 3.155 -0.590 -0.586  -0.594
C -1.054 1.286 -0.251  -0.291

Output
E_HOMO (alpha / beta): -0.25253 / -0.29988 hartree

---

Going by the energies, B is most stable and the next is 485.2 kJ/mol up.

---

A:
Here is a single C8H11N molecule from OMol25. Energies are from ωB97M-V/def2-TZVPD.

Last column: Mulliken charge in e.
CARTESIAN COORDINATES (ANGSTROEM)
N -0.324 -1.132 -0.596  -0.536
H -1.617 2.152 0.191  0.028
H 0.220 -1.163 1.811  0.050
H 0.995 2.650 0.570  0.388
H 1.375 -0.982 -1.809  0.416
H 2.165 -0.865 1.316  0.254
C -2.463 -0.013 -0.420  -1.613
C 0.776 1.645 0.246  -0.538
H -3.039 -0.903 -0.376  0.424
C 1.851 0.662 -0.249  -0.037
H -2.369 0.198 -1.448  0.312
C 1.143 -0.677 -0.781  -0.224
H 2.284 1.148 -1.214  0.234
H 3.312 -0.975 -0.168  0.314
C -0.571 1.387 0.237  -0.461
C 2.389 -0.774 0.290  -0.780
H -1.336 -1.966 1.223  0.312
C -0.646 -1.211 0.948  -0.671
H -3.000 0.914 0.145  0.309
C -1.145 -0.094 0.084  1.817

Output
Structure (SMILES): C[C@]12C=C[C@H]3C[C@H]3N1C2
E_HOMO: -0.33038 hartree

---

B:
Here is a single C8H11N molecule from OMol25. Energies are from ωB97M-V/def2-TZVPD.

Last column: Mulliken charge in e.
CARTESIAN COORDINATES (ANGSTROEM)
H -0.354 2.284 0.492  0.468
C -0.557 -1.302 0.830  -0.294
C 1.039 0.311 -1.453  -0.157
H 1.741 0.621 0.912  0.656
H 0.193 -0.072 2.428  0.186
C -1.234 0.165 0.753  -0.656
N 0.339 -1.184 -1.248  -0.653
H -1.458 -2.011 0.486  0.331
C 0.697 -1.097 0.051  0.412
H 1.864 0.148 -2.172  0.431
C -0.121 1.402 -1.547  -0.679
C -0.326 1.296 0.139  -0.175
C -0.616 -0.524 1.961  -0.799
H -1.176 1.131 -2.023  0.308
H 0.162 2.508 -1.618  0.314
H 0.806 -2.087 -1.871  0.291
H -2.311 0.433 0.570  0.379
H 1.674 -1.607 0.483  0.366
C 1.014 0.484 0.196  -1.047
H -1.374 -0.903 2.629  0.320

Output
Structure (SMILES): C1[C@@H]2[C@H]1[C@H]1N[C@H]3C[C@@H]2[C@@H]13
E_HOMO: -0.30463 hartree

---

Going by the energies, A is most stable and the next is 76.2 kJ/mol up.